This record from the Open Molecules 2025 dataset describes a molecular structure, C49H41N2O2P2SiTl. The level of theory is ωB97M-V/def2-TZVPD.

The relative energy (zero: lowest compared OMol25 entry of this formula, charge and spin) comes out at 90.5 kJ/mol. The frontier orbital gap comes out at 0.2889 Eh. The value obtained for the strongest force on any atom is 0.5 eV Å⁻¹.

Geometry as ORCA input:
```
! wB97M-V def2-TZVPD RIJCOSX def2/J DEFGRID3
* xyz 0 1
Tl -0.34 0.90 -0.18
C -1.79 -0.32 3.03
Si -1.02 -0.94 1.44
C 0.55 -1.85 1.98
C 0.38 -3.17 2.41
C 1.40 -3.87 3.02
C 2.61 -3.24 3.28
C 2.80 -1.93 2.86
C 1.81 -1.24 2.16
P 2.17 0.43 1.49
C 2.71 1.28 3.04
C 1.76 1.39 4.06
C 2.06 2.01 5.26
C 3.33 2.54 5.47
C 4.28 2.45 4.46
C 3.97 1.82 3.25
C 3.75 0.35 0.57
C 4.58 -0.76 0.42
C 5.72 -0.69 -0.37
C 6.03 0.48 -1.04
C 5.20 1.59 -0.91
C 4.07 1.52 -0.12
C -2.31 -2.09 0.65
C -3.23 -2.70 1.52
C -4.24 -3.52 1.05
C -4.38 -3.74 -0.31
C -3.48 -3.15 -1.19
C -2.46 -2.33 -0.73
P -1.20 -1.64 -1.87
C -0.52 -3.22 -2.51
C 0.39 -3.88 -1.69
C 0.91 -5.12 -2.06
C 0.54 -5.70 -3.26
C -0.37 -5.05 -4.09
C -0.90 -3.82 -3.71
C -2.18 -0.95 -3.25
C -1.54 -0.73 -4.47
C -2.18 -0.02 -5.48
C -3.46 0.50 -5.27
C -4.08 0.32 -4.05
C -3.44 -0.40 -3.04
H -1.79 -1.12 3.78
H -2.82 0.00 2.87
H -1.24 0.52 3.44
H -0.58 -3.65 2.26
H 1.25 -4.90 3.32
H 3.40 -3.77 3.79
H 3.74 -1.44 3.09
H 0.77 0.97 3.91
H 1.31 2.07 6.04
H 3.57 3.03 6.40
H 5.27 2.86 4.61
H 4.73 1.76 2.48
H 4.32 -1.70 0.89
H 6.35 -1.56 -0.47
H 6.91 0.53 -1.67
H 5.43 2.50 -1.45
H 3.41 2.37 -0.05
H -3.15 -2.53 2.59
H -4.94 -3.97 1.75
H -5.17 -4.38 -0.69
H -3.58 -3.33 -2.26
H 0.71 -3.42 -0.76
H 1.62 -5.61 -1.40
H 0.95 -6.66 -3.55
H -0.67 -5.50 -5.03
H -1.62 -3.34 -4.36
H -0.53 -1.09 -4.63
H -1.68 0.13 -6.43
H -3.95 1.05 -6.06
H -5.06 0.74 -3.87
H -3.93 -0.53 -2.08
N 0.46 3.52 1.16
C -0.88 3.80 1.46
C -1.27 3.95 2.79
C -2.59 4.22 3.12
C -3.53 4.36 2.12
C -3.14 4.22 0.79
C -1.83 3.92 0.44
C -1.48 3.73 -1.01
C -1.86 4.72 -1.92
C -1.68 4.54 -3.28
C -1.12 3.37 -3.76
C -0.72 2.38 -2.86
C -0.89 2.55 -1.49
H 1.10 3.71 1.92
H 0.78 3.95 0.30
H -0.52 3.87 3.57
H -2.87 4.34 4.16
H -4.57 4.57 2.36
H -3.88 4.30 0.00
H -2.30 5.64 -1.54
H -1.98 5.32 -3.97
H -0.98 3.21 -4.82
H -0.27 1.47 -3.25
O 1.35 0.52 -1.99
N 1.98 -0.56 -1.82
O 1.72 -1.15 -0.77
*
```

Results of the Mulliken charge analysis, in e, for atoms 1 through 4:
1 Tl 2.5034
2 C -1.4109
3 Si 0.2189
4 C 0.6050